The following is a DFT calculation (the ωB97M-V functional and the def2-TZVPD basis) of a 2-piece molecular cluster, C30H34BN3O6S overall in a non-equilibrium geometry.

Results
Structure (SMILES): CCOCCOCCOCc1cc(B(O)CC)c2nsnc2c1CN.O=C1c2ccccc2C(=O)c2ccccc21
LUMO level, eV: -1.6
Charge: 0
M, g mol⁻¹: 575.5
Gap between HOMO and LUMO, eV: 6.619
Total energy, a.u.: -2201.80490

```
75
Properties=species:S:1:pos:R:3:lowdin_charge:R:1
C 9.70663 1.15086 1.37956 -0.124
C 8.19539 0.90786 0.78543 -0.261
O 7.59140 2.16590 0.31046 -0.234
C 8.32590 2.66811 -0.87103 -0.175
C 7.20404 3.25296 -1.93596 -0.163
O 6.42127 2.12639 -2.46761 -0.212
C 5.07239 2.05546 -1.88025 -0.154
C 4.13487 1.08936 -2.87298 -0.147
O 2.74935 1.55472 -2.99935 -0.208
C 1.77034 0.61347 -2.44769 -0.172
C 0.73022 1.38919 -1.39614 -0.037
C 1.02419 2.95552 -0.98830 0.057
C 0.07742 3.81366 0.09071 0.009
B 0.58712 5.38219 0.39478 -0.334
O -0.38104 6.52467 0.45898 -0.005
C 2.23766 5.56564 0.56990 -0.197
C 2.59298 6.04597 2.10831 -0.138
C -1.24511 3.15960 0.81647 -0.191
N -2.21348 3.78174 1.80849 -0.288
S -3.37864 2.49076 2.18426 0.844
N -2.75156 1.20586 1.12310 -0.322
C -1.50675 1.57873 0.34832 -0.134
C -0.58542 0.67229 -0.70866 -0.032
C -0.95321 -0.89160 -1.04702 -0.245
N -1.69671 -1.59349 0.09592 -0.054
H 9.80488 2.15210 1.98401 0.090
H 10.48558 1.10547 0.50719 0.074
H 9.94933 0.26215 2.12521 0.085
H 7.53954 0.47070 1.67909 0.133
H 8.27854 0.08090 -0.05562 0.130
H 9.04891 3.53224 -0.50068 0.137
H 8.99233 1.82461 -1.37840 0.139
H 6.57380 4.11941 -1.46539 0.135
H 7.83368 3.70848 -2.83892 0.139
H 5.16367 1.56572 -0.80841 0.135
H 4.57632 3.11105 -1.73762 0.126
H 4.62759 1.21800 -3.95296 0.145
H 4.26836 -0.03839 -2.59619 0.131
H 2.20981 -0.35700 -1.96811 0.126
H 1.07923 0.25470 -3.34943 0.145
H 1.97205 3.51144 -1.45593 0.105
H -0.47855 6.74863 1.44988 0.123
H 2.83967 4.57967 0.37956 0.082
H 2.56221 6.33647 -0.25650 0.114
H 3.60754 5.48412 2.39101 0.086
H 1.73692 5.70465 2.85420 0.088
H 2.82398 7.19158 2.16431 0.081
H -1.54432 -0.92514 -2.07097 0.130
H 0.07619 -1.48368 -1.15828 0.116
H -1.25845 -2.55494 0.12922 0.073
H -1.39074 -1.14144 1.00535 0.065
O -4.99684 -4.33009 -1.15748 0.094
C -5.85390 -4.56456 -0.31445 -0.279
C -6.38150 -3.47976 0.53815 -0.085
C -5.91204 -2.17118 0.36514 0.013
C -6.43457 -1.13424 1.13936 -0.053
C -7.42515 -1.39903 2.08468 -0.058
C -7.88156 -2.70491 2.27082 0.003
C -7.35422 -3.74833 1.50034 -0.089
C -7.83019 -5.12914 1.71658 -0.279
O -8.64469 -5.37318 2.59931 0.094
C -7.31768 -6.20998 0.85144 -0.086
C -7.78971 -7.51790 1.02424 0.005
C -7.33631 -8.54004 0.18907 -0.060
C -6.41352 -8.26040 -0.81848 -0.060
C -5.93093 -6.96027 -0.98304 0.005
C -6.38011 -5.93336 -0.14247 -0.086
H -5.14298 -1.95610 -0.37468 0.119
H -6.07224 -0.11797 1.00067 0.103
H -7.84144 -0.58884 2.67922 0.107
H -8.65139 -2.90492 3.01430 0.121
H -8.51389 -7.74280 1.80550 0.121
H -7.70695 -9.55410 0.32216 0.107
H -6.06734 -9.05523 -1.47564 0.107
H -5.20818 -6.75100 -1.77008 0.120
```